No. 1
98
Properties=species:S:1:pos:R:3:lowdin_charge:R:1 method="wB97M-V/def2-TZVPD" charge=+1 relative_energy_kcal_mol=22.4 lumo_energy_ev=-3.6 gap_ev=7.504
I 2.464 0.115 0.877 1.359
Ti -0.330 -0.208 0.036 0.914
O -0.949 3.055 -0.214 0.122
O 0.873 2.354 -1.393 0.137
O -1.890 -0.925 0.704 -0.151
O -3.342 2.818 4.064 -0.053
N -0.454 1.035 1.835 0.005
N 3.099 -1.934 -1.732 0.111
N -5.024 -1.204 2.361 0.147
N 0.228 -2.718 -0.903 -0.022
N -0.444 -1.144 -2.734 0.011
N 2.034 -2.011 -2.575 -0.025
N -1.180 -0.275 -1.990 0.038
N 0.398 -2.415 0.412 0.024
C 5.900 -3.900 -1.521 -0.063
C -3.282 1.115 -2.413 -0.333
C -0.589 5.491 -0.556 0.015
C -3.654 1.522 4.567 -0.189
C 0.832 3.733 -1.414 -0.191
C -1.006 -1.319 -3.931 -0.018
C 0.535 2.043 2.144 -0.318
C 1.704 4.618 -2.004 0.022
C 0.074 -3.563 2.606 -0.354
C -0.436 -4.481 0.226 0.014
C 1.290 -4.413 2.995 -0.049
C 0.144 3.271 2.681 -0.013
C -1.449 1.015 2.669 -0.012
C 2.824 2.829 2.147 -0.119
C 0.288 6.397 -1.146 -0.073
C 1.883 1.853 1.860 -0.574
C -2.917 2.480 -3.012 -0.023
C -2.852 -0.675 1.563 -0.269
C -4.056 -1.419 1.498 -0.255
C -3.653 1.200 -0.937 -0.030
C 6.546 -1.735 -2.640 -0.066
C 0.126 -2.201 3.288 -0.058
C -3.731 0.486 3.475 -0.129
C -0.282 4.158 -0.707 -0.203
C -0.278 -3.955 -1.035 -0.021
C -4.866 -0.272 3.317 -0.069
C -2.222 0.104 -2.746 -0.221
C -2.148 -0.550 -3.982 0.018
C -0.008 -3.474 1.109 -0.259
C 1.079 4.247 2.971 -0.042
C 2.423 4.027 2.715 -0.053
C 3.754 -2.769 -3.717 -0.002
C 5.500 -2.445 -1.781 -0.380
C -2.673 0.274 2.565 -0.068
C 1.409 5.970 -1.852 -0.072
C -4.218 -2.463 0.438 0.002
C 2.411 -2.513 -3.774 -0.056
C 4.141 -2.382 -2.411 -0.285
B 0.726 -1.698 -1.922 -0.629
B -0.206 1.956 -0.616 -0.545
H -2.006 2.887 -2.576 0.071
H -0.473 -4.378 -2.008 0.136
H 4.375 -3.164 -4.503 0.108
H -4.171 0.768 -2.945 0.143
H 0.094 7.457 -1.054 0.107
H 1.000 -0.677 -1.265 0.032
H -4.475 1.906 -0.810 0.099
H -0.799 -5.462 0.485 0.117
H -1.375 1.648 3.546 0.127
H 6.270 -0.695 -2.820 0.081
H 6.873 -3.948 -1.029 0.079
H -0.751 -1.603 3.040 0.054
H 1.243 -5.402 2.540 0.081
H 3.157 4.790 2.933 0.116
H 1.338 -4.536 4.078 0.084
H -0.828 -4.084 2.941 0.144
H 3.866 2.657 1.917 0.105
H -2.766 2.397 -4.089 0.088
H -5.710 -0.132 3.982 0.121
H 5.970 -4.454 -2.460 0.082
H -2.828 1.554 -0.317 0.061
H 6.653 -2.229 -3.608 0.079
H 0.152 -2.331 4.370 0.092
H 7.520 -1.754 -2.149 0.079
H -0.907 3.479 2.836 0.120
H 2.065 6.706 -2.298 0.108
H -4.101 3.148 3.571 0.104
H -2.837 -0.452 -4.804 0.120
H -3.984 0.230 -0.568 0.067
H -3.539 -3.299 0.621 0.086
H 5.166 -4.401 -0.888 0.079
H -1.463 5.811 -0.005 0.124
H 1.021 -1.652 2.992 0.041
H -2.862 1.278 5.276 0.133
H -3.721 3.195 -2.834 0.091
H -3.966 -2.065 -0.547 0.077
H -4.594 1.534 5.122 0.125
H -0.570 -1.977 -4.664 0.128
H 1.709 -2.647 -4.582 0.112
H 5.421 -1.927 -0.822 0.126
H 2.570 4.278 -2.555 0.126
H -5.242 -2.826 0.441 0.089
H 2.211 -3.930 2.663 0.089
H 0.750 5.193 3.378 0.118


No. 2
90
Properties=species:S:1:pos:R:3:lowdin_spin:R:1 method="wB97M-V/def2-TZVPD" charge=-1 spin_multiplicity=5 relative_energy_kcal_mol=1.6 lumo_energy_ev="2.3 / 1.6" s_squared=6.069 gap_ev="4.691 / 5.527"
Cr 0.160 0.114 -0.001 2.903
N -1.674 1.023 -0.079 -0.014
N 0.973 1.348 -1.314 -0.005
N 1.746 -1.144 0.343 -0.009
N 0.764 2.829 -3.246 0.018
N -0.109 2.094 -5.450 0.003
N 0.394 0.856 1.862 0.054
N -0.439 -1.130 -1.501 0.075
C -5.313 3.174 1.575 0.003
C 1.505 -2.607 -1.616 0.092
C 2.567 -0.122 2.420 0.058
C 0.193 2.176 3.759 0.001
C 2.707 -0.980 1.306 0.064
C -0.406 1.792 2.488 0.028
C 2.360 1.589 4.981 0.001
C -1.476 -0.881 -2.366 0.021
C 1.354 1.498 3.877 0.005
C 3.494 -2.553 -0.084 0.070
C -0.176 -5.125 -3.442 0.001
C 0.294 -2.152 -2.053 0.012
C -3.975 3.271 -3.150 0.004
C -3.507 2.008 -1.031 0.070
C -2.401 0.117 -2.247 0.077
C 4.067 -5.006 -0.101 0.004
C 1.497 0.678 2.680 0.022
C -4.540 2.365 -2.053 0.007
C 0.121 -3.773 -4.094 0.000
C 0.291 2.386 -4.403 0.003
C 3.383 2.699 4.735 0.000
C 3.800 -1.839 1.070 0.063
C -4.107 3.715 0.805 0.006
C 6.058 -0.809 1.510 0.003
C -1.432 -1.824 -3.474 -0.006
C -0.359 -2.620 -3.271 0.001
C 2.222 -2.111 -0.505 0.058
C -2.144 2.005 0.752 0.069
C 5.061 -1.911 1.871 0.006
C -1.520 2.442 5.580 0.000
C -0.427 3.113 4.746 0.000
C -1.555 2.330 1.992 0.048
C -2.505 1.020 -1.171 0.064
C -3.736 -2.554 -4.187 0.000
C 0.839 2.011 -2.267 0.027
C -2.431 -1.865 -4.586 -0.001
C 4.319 -3.628 -0.718 0.007
C -3.283 2.628 0.189 0.063
H -4.200 -2.051 -3.337 0.001
H -4.733 3.523 -3.895 0.000
H -4.953 1.459 -2.508 0.001
H -2.317 2.067 4.937 0.001
H 4.831 -1.854 2.940 0.001
H 4.659 -5.783 -0.591 0.000
H -0.347 -3.733 -5.080 0.000
H -5.922 3.978 1.996 0.000
H 1.197 -3.675 -4.267 0.000
H 3.012 -5.272 -0.187 0.000
H -3.591 4.198 -2.720 0.000
H -3.551 -3.589 -3.891 0.000
H -5.382 2.861 -1.561 0.001
H 0.255 -5.176 -2.442 0.001
H 0.348 3.513 5.405 0.000
H 1.847 1.756 5.932 0.000
H -1.252 -5.275 -3.342 0.000
H -3.493 4.318 1.479 0.001
H 5.380 -3.375 -0.629 0.001
H -2.635 -0.847 -4.926 0.000
H -2.053 3.083 2.588 0.002
H -3.132 0.215 -3.038 0.004
H 4.315 -5.008 0.962 0.000
H 1.972 -3.401 -2.184 0.005
H 0.230 -5.950 -4.032 0.000
H -1.993 -2.382 -5.443 0.000
H 5.632 0.176 1.709 0.000
H -1.956 3.139 6.298 0.000
H -1.116 1.590 6.129 0.000
H 6.986 -0.903 2.078 0.000
H -4.447 4.402 0.024 0.001
H 2.892 3.672 4.672 0.000
H -5.949 2.570 0.924 0.000
H 5.530 -2.889 1.725 0.000
H -4.986 2.531 2.393 0.000
H -0.847 3.975 4.220 0.000
H 6.302 -0.846 0.447 0.000
H 3.373 -0.132 3.142 0.003
H 3.902 2.534 3.790 0.000
H 4.118 -3.673 -1.791 0.001
H -4.448 -2.557 -5.014 0.000
H -3.141 2.785 -3.660 0.000
H 2.880 0.634 5.086 0.000
H 4.128 2.743 5.531 0.000


No. 3
91
Properties=species:S:1:pos:R:3:lowdin_charge:R:1 method="wB97M-V/def2-TZVPD" smiles="CC(=O)OCCCCP([PH2]=S)C(F)(F)C(F)F.c1ccccc1.c1ccccc1.c1ccccc1.c1ccccc1.c1ccccc1" charge=0 lumo_energy_ev=0.4 gap_ev=8.865
S 1.064 0.341 2.132 0.215
P 2.348 1.776 1.812 0.221
P 1.867 3.151 0.182 0.870
F 0.725 6.801 0.696 0.116
F -0.357 3.999 1.495 0.084
F -0.620 5.582 -0.496 0.086
F 1.526 4.902 2.051 0.041
O -2.469 -0.577 -0.058 -0.013
O -1.566 -1.586 1.662 0.133
C 3.856 -9.955 -3.233 -0.098
C -5.441 2.540 -3.877 -0.091
C -6.101 4.807 -0.169 -0.099
C 3.796 -4.857 0.094 -0.108
C 1.875 -4.092 1.322 -0.088
C -6.212 3.820 0.800 -0.093
C 2.229 -2.775 1.059 -0.113
C -1.742 -0.527 -1.288 -0.183
C -0.391 0.151 -1.126 -0.197
C -5.444 4.935 -4.084 -0.098
C 4.862 -7.384 -2.947 -0.101
C -4.997 3.784 -3.450 -0.098
C -2.177 -1.685 0.680 -0.567
C -2.688 -3.046 0.260 0.018
C 3.315 0.715 5.321 -0.113
C -3.862 4.016 1.273 -0.086
C 5.145 -9.663 -3.657 -0.098
C 0.594 5.651 0.054 -0.400
C -6.331 4.842 -5.148 -0.097
C 0.825 2.349 -1.117 -0.372
C 4.146 -3.542 -0.177 -0.098
C -5.093 3.425 1.522 -0.090
C 4.536 0.091 5.544 -0.092
C 2.658 -5.133 0.842 -0.098
C -3.750 4.999 0.298 -0.090
C 2.887 1.728 6.168 -0.097
C -0.480 1.618 -0.679 -0.248
C 3.068 -8.959 -2.671 -0.095
C 3.363 -2.501 0.307 -0.097
C -6.335 2.447 -4.935 -0.098
C -4.869 5.395 -0.421 -0.116
C -6.778 3.598 -5.573 -0.100
C 3.683 2.123 7.235 -0.098
C 0.796 4.457 1.015 -0.678
C 4.904 1.502 7.456 -0.100
C 3.570 -7.673 -2.531 -0.101
C 5.649 -8.378 -3.512 -0.097
C 5.329 0.483 6.614 -0.099
H 3.465 -10.959 -3.340 0.100
H 0.242 -0.449 -0.472 0.076
H -3.081 -3.523 1.153 0.089
H 2.403 2.589 2.970 -0.046
H 1.463 1.711 -1.723 0.068
H 2.061 -9.186 -2.342 0.100
H 0.532 3.167 -1.780 0.075
H 6.656 -8.151 -3.839 0.100
H -4.304 3.856 -2.622 0.089
H -4.781 6.163 -1.180 0.096
H -6.686 1.477 -5.264 0.099
H 2.383 -6.160 1.050 0.100
H 1.337 5.670 -0.740 0.144
H -3.449 -3.017 -0.517 0.084
H 4.409 -5.669 -0.277 0.089
H -1.315 2.070 -1.219 0.111
H 2.696 0.408 4.485 0.037
H 3.350 2.915 7.894 0.100
H -6.676 5.739 -5.646 0.100
H 0.079 0.131 -2.114 0.115
H 3.637 -1.474 0.098 0.092
H 5.256 -6.381 -2.832 0.097
H -2.791 5.455 0.099 0.079
H -1.841 -3.647 -0.064 0.087
H -1.537 -1.559 -1.604 0.122
H 3.632 1.213 1.617 -0.044
H 1.931 2.209 5.997 0.102
H -2.990 3.710 1.837 0.094
H 0.986 -4.305 1.905 0.102
H -2.325 -0.095 -2.098 0.125
H -6.974 5.117 -0.729 0.103
H -5.091 1.642 -3.383 0.097
H -5.180 2.656 2.279 0.101
H -0.707 1.710 0.378 0.062
H 2.955 -6.895 -2.096 0.092
H 5.030 -3.327 -0.766 0.098
H 1.622 -1.958 1.436 -0.011
H -7.472 3.525 -6.401 0.099
H -5.101 5.906 -3.749 0.096
H 4.868 -0.700 4.884 0.102
H -7.172 3.357 0.994 0.100
H 5.526 1.812 8.287 0.099
H 6.280 -0.005 6.791 0.099
H 5.758 -10.439 -4.099 0.100


No. 4
100
Properties=species:S:1:pos:R:3:lowdin_spin:R:1 method="wB97M-V/def2-TZVPD" charge=-2 spin_multiplicity=5 relative_energy_kcal_mol=7.8 lumo_energy_ev="3.3 / 3.3" s_squared=6.008 gap_ev="5.295 / 5.377"
Fe -0.804 0.034 0.900 3.773
S 0.873 -3.139 1.810 0.002
S 1.744 -3.938 -1.408 0.000
P 2.552 -1.239 -2.459 0.000
O 1.028 1.044 1.759 0.024
O -1.109 1.320 -0.887 0.029
O 1.060 -3.810 -2.741 0.000
O 0.418 -3.283 3.177 0.000
O -0.505 -1.240 -1.097 0.024
O 0.470 -1.835 1.216 0.021
O 2.288 -3.389 1.619 0.002
O -2.839 -0.374 1.230 0.051
O 2.736 -5.050 -1.458 0.000
N 4.697 -0.612 -0.706 0.000
N -0.204 1.446 3.661 0.001
N -1.301 1.165 2.887 0.031
N 5.022 0.148 -2.982 0.000
N 3.472 1.313 -1.515 0.000
C -1.501 -6.269 -0.514 0.000
C -4.267 2.908 -1.716 0.000
C 2.262 0.542 -1.947 0.000
C -4.255 0.705 -2.610 0.000
C -1.065 -0.379 -3.633 0.000
C 4.164 0.641 -0.326 0.000
C 4.014 -0.761 -3.571 0.000
C 0.326 -4.702 -0.459 0.000
C -1.732 -1.718 -1.638 0.001
C -1.831 -5.945 0.796 0.000
C -6.000 2.058 2.297 0.002
C -0.430 -5.649 -1.134 0.000
C -2.960 2.757 -1.280 0.003
C -0.018 -4.371 0.857 0.000
C 5.632 -0.465 -1.798 0.000
C -2.235 -0.744 -2.704 0.000
C -3.676 1.402 2.590 0.002
C -4.791 2.167 2.951 0.000
C -2.292 1.497 -1.411 0.003
C -3.794 0.422 1.554 0.005
C -1.758 3.835 0.706 0.000
C 0.906 1.213 3.020 0.005
C -2.223 3.976 -0.745 0.000
C 4.188 -0.076 4.311 0.000
C -1.092 -4.997 1.483 0.000
C -1.023 4.289 -1.652 0.000
C -4.949 1.874 -2.341 0.003
C 3.651 -1.610 -0.980 0.000
C -5.053 0.337 0.899 0.003
C 2.486 2.057 4.814 0.001
C -6.113 1.138 1.246 0.000
C -2.942 0.503 -2.201 0.002
C -2.420 1.661 3.249 0.003
C 3.006 0.051 3.598 0.001
C 4.471 1.422 -2.636 0.000
C 2.147 1.124 3.842 0.001
C 3.678 1.936 5.516 0.000
C 4.537 0.873 5.265 0.001
H -2.918 4.823 -0.798 0.000
H -0.497 5.186 -1.306 0.000
H -1.435 0.076 -4.554 0.000
H -1.551 -2.690 -2.107 0.001
H 1.807 2.874 5.023 0.000
H -1.322 -4.717 2.502 0.000
H 3.407 0.554 0.451 0.000
H 2.716 -0.710 2.883 0.000
H -0.343 3.437 -1.629 0.000
H -5.141 -0.391 0.102 0.000
H 4.834 -0.926 4.124 0.000
H -4.683 2.874 3.770 0.000
H -1.348 4.447 -2.684 0.000
H 3.975 1.862 -3.502 0.000
H 4.967 1.316 -0.015 0.000
H -1.251 4.749 1.035 0.000
H 3.626 -0.294 -4.482 0.000
H 4.524 -1.681 -3.862 0.000
H -0.410 0.321 -3.115 0.000
H -2.971 -1.303 -3.290 0.000
H 1.560 0.524 -1.118 0.000
H -0.047 -1.976 -0.667 0.000
H -2.670 -6.433 1.278 0.000
H -6.842 2.672 2.592 0.000
H -2.481 -1.832 -0.847 0.000
H -7.048 1.064 0.700 0.000
H 5.275 2.079 -2.297 0.000
H 3.019 -1.720 -0.100 0.000
H 1.783 1.085 -2.763 0.000
H -4.751 -0.083 -3.171 0.000
H -2.610 3.654 1.363 0.000
H -2.430 2.376 4.078 0.001
H -2.083 -7.012 -1.048 0.000
H 6.467 0.169 -1.476 0.000
H 5.461 0.775 5.822 0.000
H -5.983 1.992 -2.646 0.000
H -1.073 2.996 0.801 0.000
H 3.942 2.675 6.265 0.000
H 3.148 2.230 -1.203 0.000
H 4.116 -2.586 -1.135 0.000
H -0.482 -1.274 -3.867 0.000
H 6.017 -1.444 -2.079 0.000
H -4.760 3.866 -1.571 0.000
H -0.160 -5.865 -2.162 0.000


No. 5
90
Properties=species:S:1:pos:R:3:lowdin_spin:R:1 method="wB97M-V/def2-TZVPD" charge=+1 spin_multiplicity=5 relative_energy_kcal_mol=0.0 lumo_energy_ev="-2.5 / -6.0" s_squared=6.065 gap_ev="7.802 / 5.539"
Pd -0.073 -0.095 -0.055 1.410
O -0.498 -1.491 3.875 0.017
O 2.264 -1.567 3.101 0.012
N -0.874 1.948 -0.287 0.482
N -0.269 0.050 -2.211 0.432
N -2.060 -0.740 0.804 0.089
N 0.448 -0.842 1.854 0.105
N 2.181 0.019 -0.057 0.086
C 1.906 3.582 1.068 0.007
C 0.827 -0.242 -4.390 0.118
C 0.468 -2.150 -2.831 0.122
C -1.108 -3.693 -1.601 0.008
C -0.460 3.159 1.743 0.106
C 0.900 -2.996 -3.829 -0.008
C -2.684 3.308 0.644 0.101
C 2.974 0.577 -0.970 0.006
C 1.773 -0.988 2.160 0.008
C -3.789 2.720 -0.217 0.011
C 0.105 -2.769 -1.496 0.039
C 4.868 0.364 0.458 -0.002
C -1.898 -1.367 1.977 0.005
C 0.957 2.644 1.820 0.008
C -4.251 -1.656 0.627 0.003
C -3.036 4.258 1.580 -0.002
C 0.212 1.756 -5.813 0.007
C 1.241 -1.154 -5.338 -0.004
C -2.904 -2.132 2.544 0.003
C 2.697 -0.368 1.116 0.005
C 1.305 -3.463 -0.855 0.007
C -4.092 -2.287 1.852 -0.002
C -3.210 -0.887 0.142 0.005
C -1.262 2.120 -1.605 0.130
C -0.882 4.117 2.644 -0.009
C -0.557 -1.250 2.693 0.008
C 2.570 1.458 -5.003 0.006
C -1.342 2.794 0.671 0.077
C 1.250 -2.520 -5.086 0.155
C -4.869 2.088 0.668 0.005
C 4.326 0.772 -0.754 0.003
C 4.043 -0.220 1.404 0.003
C -4.399 3.756 -1.162 0.005
C 0.323 -0.743 -3.132 0.078
C 1.089 1.228 -4.675 0.014
C 1.429 2.406 3.254 0.003
C -0.944 1.216 -2.555 0.166
C -2.143 4.686 2.556 0.131
H 2.168 -2.798 -0.800 0.000
H -5.177 3.300 -1.774 0.001
H -4.437 1.383 1.379 0.000
H -5.163 -1.752 0.057 0.001
H 4.936 1.231 -1.518 0.001
H 0.885 1.810 -3.776 0.002
H -5.411 2.845 1.235 0.000
H -4.887 -2.896 2.261 0.000
H -1.270 1.370 -3.574 0.007
H -4.044 4.648 1.584 -0.001
H -3.377 1.909 -0.822 0.002
H 3.223 1.027 -4.242 0.000
H -0.853 1.623 -5.620 0.000
H -2.725 -2.590 3.506 0.001
H 0.438 1.231 -6.742 0.000
H 2.842 1.018 -5.962 0.000
H -1.980 -3.162 -1.983 0.000
H 0.709 1.820 3.826 0.000
H 2.502 0.867 -1.902 0.000
H 2.371 1.856 3.242 0.000
H -4.856 4.573 -0.602 0.000
H -0.906 -4.531 -2.269 0.001
H -2.447 5.439 3.270 0.007
H -0.210 4.439 3.427 -0.002
H -5.595 1.556 0.052 0.000
H 1.609 -0.796 -6.290 -0.002
H -0.201 -1.951 -0.831 0.011
H 2.930 3.212 1.133 0.001
H 4.407 -0.569 2.360 0.001
H 5.921 0.503 0.660 0.000
H -1.354 -4.100 -0.619 0.001
H -1.768 3.033 -1.891 0.006
H 1.054 -3.784 0.156 0.001
H -3.656 4.196 -1.828 0.000
H 2.774 2.527 -5.063 0.000
H 1.577 -3.209 -5.853 0.008
H 1.881 4.585 1.498 0.000
H 1.614 3.341 3.784 0.000
H -3.291 -0.356 -0.800 0.000
H 0.962 -4.057 -3.631 -0.003
H 0.400 2.816 -5.977 0.001
H 0.983 1.686 1.310 0.000
H 1.637 3.661 0.013 0.000
H 1.596 -4.348 -1.423 0.000


no.,molar mass (g mol⁻¹)
1,873.217
2,650.815
3,702.775
4,865.749
5,709.223